Formula: C4H12Cl2N2Si2
Source: OMol25
Level of theory: the ωB97M-V functional and the def2-TZVPD basis

Last column: Löwdin charge in e.
Atoms and positions in Å:
C 2.39960 0.12473 -1.71134  -0.13
C 1.20642 0.63175 -0.82441  -0.30
C 1.02908 -0.15401 0.45804  -0.25
C -0.11292 0.45871 1.30644  -0.28
N -3.51925 -0.90235 0.36439  -0.23
N -1.40327 -0.05619 0.77566  -0.31
Si -2.91546 0.77071 0.51630  -0.01
Si -2.01539 -1.71394 0.56612  0.05
Cl -3.06642 1.67657 -1.24339  0.36
Cl -1.19105 -2.53408 -1.13100  0.30
H 2.16820 -0.92791 -2.10503  0.08
H 2.55388 0.87596 -2.55362  0.08
H 3.37715 -0.05027 -1.16075  0.08
H 1.33096 1.79215 -0.80637  0.13
H 0.20442 0.58056 -1.29093  0.09
H 0.62128 -1.23800 0.18667  0.08
H 1.91694 -0.28191 1.17543  0.13
H -0.23722 1.52563 1.30665  0.09
H 0.01502 0.11674 2.40420  0.12
H -4.46924 -1.06886 0.05056  0.03
H -3.38696 1.56438 1.51688  -0.06
H -2.03408 -2.66302 1.59347  -0.05

Results
LUMO energy = 0.75 eV
energy relative to the best compared isomer or geometry (same formula, charge and spin) = 0.000 eV

Formula: C4H3FO2
Source: OMol25
Level of theory: the ωB97M-V functional and the def2-TZVPD basis

Last column: Löwdin charge in e.
Atoms and positions in Å:
C -0.69410 -0.58997 -0.06450  -0.32
C 1.41284 0.00873 -0.02744  -0.20
C 0.72440 1.12971 -0.10118  -0.01
C -0.66609 0.70912 -0.20191  -0.21
H -1.67176 -2.38466 0.89463  0.36
H 2.52093 -0.10081 -0.01084  0.14
H 1.22985 2.14276 -0.19405  0.14
O -1.83237 -1.30982 -0.25059  -0.01
O 0.72218 -1.13801 -0.07598  0.05
F -1.74587 1.53296 0.03185  0.06

Results
LUMO energy = -1.50 eV
energy relative to the best compared isomer or geometry (same formula, charge and spin) = 3.923 eV

Formula: H2INO2S
Source: OMol25
Level of theory: the ωB97M-V functional and the def2-TZVPD basis

Last column: Löwdin charge in e.
Atoms and positions in Å:
N 1.60767 0.44952 0.63759  -0.59
O -3.66366 -0.46409 -0.69681  -0.43
O -4.35406 -2.08224 0.85596  -0.43
S -4.68226 -1.39120 -0.33659  0.86
I 2.08539 -1.40274 -0.13504  0.58
H 1.85827 1.14930 -0.18502  0.01
H 0.55526 0.44327 0.88290  0.00

Results
LUMO energy = -1.25 eV
energy relative to the best compared isomer or geometry (same formula, charge and spin) = 0.737 eV